The following is a quantum chemistry calculation of the ion C21H33BFN2O5S with charge +1 at a distorted geometry, from the OMol25 dataset.

Atoms and positions in Å:
C1 1.322 -3.869 4.174
C2 0.917 -2.435 3.524
O1 -0.171 -2.564 2.557
B1 -0.558 -1.249 2.047
O2 -1.384 -0.464 2.921
C3 -0.014 -0.708 0.570
C4 0.885 -1.943 0.097
C5 1.611 -1.781 -1.317
O3 2.631 -0.752 -1.374
C6 3.798 -1.094 -0.646
O4 4.145 -2.237 -0.277
C7 4.805 0.135 -0.316
C8 5.727 0.470 -1.609
C9 -1.117 -0.087 -0.438
C10 -2.584 -0.667 -0.259
C11 -3.641 -0.152 0.792
C12 -5.004 -0.867 0.769
N1 -5.493 -1.915 -0.048
C13 -4.573 -2.435 -0.992
C14 -3.162 -1.835 -1.120
C15 -0.847 1.466 -0.691
C16 0.045 1.717 -2.045
O5 -0.611 1.260 -3.243
C17 0.496 0.890 -4.145
C18 -2.040 2.514 -0.893
F1 -3.147 2.006 -1.680
C19 -2.542 3.249 0.463
C20 -3.091 4.707 -0.030
C21 0.283 1.747 0.433
N2 0.657 0.585 0.995
S1 1.907 0.697 2.207
H1 1.820 -3.665 5.195
H2 2.133 -4.395 3.545
H3 0.419 -4.559 4.289
H4 0.625 -1.701 4.357
H5 1.892 -2.028 3.067
H6 -1.747 -1.116 3.577
H7 1.731 -2.056 0.879
H8 0.251 -2.907 0.032
H9 0.892 -1.571 -2.198
H10 2.063 -2.818 -1.565
H11 5.401 -0.138 0.614
H12 4.119 1.048 -0.179
H13 5.202 0.217 -2.603
H14 6.747 -0.067 -1.552
H15 5.936 1.607 -1.614
H16 -0.818 -0.544 -1.463
H17 -3.372 0.680 1.530
H18 -5.759 -0.470 1.546
H19 -4.851 -3.305 -1.693
H20 -2.473 -2.281 -1.926
H21 1.026 1.123 -1.859
H22 0.389 2.822 -2.123
H23 0.771 -0.212 -3.923
H24 0.227 1.056 -5.246
H25 1.433 1.541 -3.950
H26 -1.610 3.373 -1.538
H27 -1.698 3.469 1.198
H28 -3.441 2.743 0.946
H29 -2.320 5.286 -0.639
H30 -3.544 5.319 0.817
H31 -3.965 4.459 -0.749
H32 0.780 2.733 0.729
H33 2.491 1.967 2.075

Output
Orbital gap ... 7.01 eV
Net charge ... +1
SMILES ... CCOB(O)[C@@]1(CCOC(=O)CC)[C@@H](c2ccncc2)[C@@](COC)([C@@H](F)CC)C=[N+]1S
Highest occupied orbital energy ... -0.4250 hartree
Max |F| ... 5.1 eV/Å